(1)
Formula: C37H62N2O24
Source: the OMol25 dataset
Level of theory: wB97M-V/def2-TZVPD

```
125
Properties=species:S:1:pos:R:3:mulliken_charge:R:1
O -3.462 0.547 -3.196 0.2776
O 4.918 -2.128 0.193 -0.5559
O 2.938 -1.388 4.188 -0.0987
O 0.437 -2.213 -3.265 -0.3209
O 2.354 2.128 1.030 -0.7469
O 0.564 -4.106 -2.059 -0.6230
O 0.041 2.588 0.561 0.0359
O -2.148 4.600 3.576 -0.3423
O 3.653 3.901 -2.001 -0.2008
O 1.803 -1.220 6.116 -0.6314
O -4.977 1.192 4.257 -0.6329
O 0.666 2.048 2.635 0.5263
O -1.416 -3.186 -2.724 -0.3375
O 5.593 -2.502 -1.916 -0.3796
O 3.113 1.797 -2.158 0.3035
O 3.438 -2.761 -1.423 -0.0739
O -2.201 6.665 2.636 -0.6353
O 4.835 2.570 -3.590 -0.6682
O -3.603 4.954 1.925 -0.4281
O 3.995 -1.409 5.994 -0.3746
O -2.941 0.356 3.560 0.3206
O -4.651 -0.553 -4.674 -0.1029
O -3.914 1.698 -5.185 -0.6733
O -4.082 -0.733 5.006 -0.4176
N -1.279 -0.236 0.157 0.0746
N -5.609 -2.222 -2.205 -0.7485
C -5.903 -0.646 1.355 -1.6115
C -0.603 -1.224 -3.536 2.0788
C 1.679 1.860 3.626 -1.2289
C -4.063 0.339 4.227 0.2575
C -4.468 -0.453 -0.666 1.2866
C 3.525 -3.408 -2.688 -0.4210
C 0.314 2.817 -0.795 -0.2013
C -2.787 -1.335 5.145 -0.4840
C 4.188 5.072 -2.542 -0.8503
C -5.272 -0.726 -5.944 -0.7623
C -5.063 -1.401 -1.543 -0.0656
C -3.987 0.594 -4.394 0.3941
C -2.890 1.678 -2.546 -0.8861
C 2.826 -1.384 5.450 0.6697
C -2.751 3.392 3.323 0.3262
C -2.165 -0.798 3.859 0.5232
C 5.013 -1.659 5.048 -0.5009
C 1.196 -1.018 -0.064 2.4076
C -3.008 3.063 0.780 -0.6149
C 4.635 -0.153 2.853 -1.5876
C 5.739 -3.964 -3.808 -1.7452
C -2.617 5.472 2.709 0.4833
C 1.039 2.232 1.436 0.0758
C 4.260 -1.381 3.709 0.5810
C -1.853 -2.162 -3.550 0.3819
C 1.567 -1.760 1.290 0.7122
C -0.221 -0.586 -4.829 -1.8260
C -0.714 -0.527 3.827 -0.9450
C 4.642 -2.387 -0.973 0.6237
C 3.226 0.554 -2.653 -0.5967
C -0.163 -0.566 0.128 -1.3044
C -4.472 -0.916 0.830 1.1780
C 3.846 2.734 -2.609 0.3828
C 0.837 -3.063 1.573 -1.6984
C 4.896 -2.849 -3.132 0.5098
C -3.595 3.570 2.036 0.2428
C -0.093 -3.201 -2.599 0.6211
H 2.576 2.449 3.391 0.3098
H 1.232 -1.104 2.118 -1.0340
H 4.468 0.703 3.358 0.6628
H -5.524 -1.762 -6.082 0.2589
H 0.570 0.182 -4.653 0.2012
H 1.981 0.764 3.756 0.3211
H -2.313 -0.948 6.082 0.3426
H -4.068 -2.008 0.956 0.3306
H -0.541 -0.577 -2.675 -0.8607
H -2.043 1.970 -3.127 0.5245
H -0.143 -1.423 3.834 0.5097
H 0.246 -1.226 -5.483 0.5652
H -1.062 -0.089 -5.305 0.3537
H -6.216 -0.149 -5.950 0.2903
H 1.159 -3.504 2.549 0.3110
H 0.836 -3.722 0.760 0.4675
H -3.375 3.082 4.168 0.2200
H -0.298 0.053 4.655 0.5515
H 5.127 -4.310 -4.584 0.4744
H 2.612 -1.825 1.429 0.6136
H 5.666 -0.188 2.596 0.4760
H 6.667 -3.647 -4.248 0.3773
H -4.576 3.123 2.120 0.4137
H -2.143 3.585 0.442 0.1477
H 5.353 -2.654 5.104 0.3007
H 4.801 -2.069 -3.838 0.3387
H 0.586 1.818 -1.347 -0.3215
H -2.821 -2.417 5.297 0.3094
H 1.373 2.200 4.574 0.4261
H 4.355 -2.214 3.005 0.2725
H 5.163 4.965 -2.874 0.3908
H -0.500 -0.118 2.821 -0.3236
H 4.075 -0.111 1.899 0.0920
H 2.590 -0.226 -2.222 -0.0347
H -2.656 -1.667 -3.073 -0.2846
H 4.307 0.289 -2.691 0.4991
H -2.762 2.034 0.853 0.1289
H 5.902 -4.809 -3.194 0.4054
H -1.912 2.735 3.252 -0.2406
H -0.472 3.440 -1.283 0.3842
H -2.252 -2.423 -4.570 0.0954
H -4.549 -0.459 -6.736 0.3069
H 2.698 -3.063 -3.359 0.0485
H -5.911 -1.113 2.341 0.3722
H 1.290 -1.590 -0.935 -0.7391
H 4.188 5.871 -1.844 0.2605
H -3.695 -0.311 1.299 -0.9594
H 1.702 -0.061 -0.163 -0.5177
H -2.490 1.517 -1.563 -0.1265
H -3.449 -0.515 -0.981 -1.2399
H -6.157 0.413 1.292 0.3430
H 5.876 -0.962 5.288 0.2924
H 3.411 -4.422 -2.582 0.5261
H -2.350 -1.499 3.005 -0.0315
H -6.661 -1.054 0.734 0.4746
H -3.774 3.188 0.031 0.3395
H -0.201 -2.773 1.790 0.2662
H 3.557 5.365 -3.391 0.3122
H 1.237 3.375 -0.947 0.3022
H 2.766 0.588 -3.688 0.2702
H -4.712 0.619 -0.706 0.6831
H -3.549 2.486 -2.477 0.5980
```

## Properties
**SMILES string**: C[C@H]1COC(=O)O1.C[C@H]1COC(=O)O1.C[C@H]1COC(=O)O1.C[C@H]1COC(=O)O1.C[C@H]1COC(=O)O1.COC(=O)OC.COC(=O)OC.COC(=O)OC.CCCC#N.CCCC#N
**E_tot**: -91489.27660 eV
**Orbital gap**: 10.491 eV
**ΔE to the lowest compared entry with this formula, charge and spin**: 18.1 kcal/mol
**Lowest unoccupied orbital energy**: 0.0060 Eh


(2)
Formula: C37H62N2O24
Source: the OMol25 dataset
Level of theory: wB97M-V/def2-TZVPD

```
125
Properties=species:S:1:pos:R:3:mulliken_charge:R:1
O 3.348 -13.785 20.931 -0.3095
O 3.147 -5.184 27.409 -0.3845
O 2.144 -14.077 22.709 0.0056
O 7.255 -15.387 22.938 -0.3893
O 5.149 -15.866 24.050 -0.2858
O 2.372 -11.998 21.760 -0.5977
O 9.370 -5.998 26.016 -0.5862
O 7.194 -11.520 23.995 -0.2365
O 4.913 -11.431 23.127 0.7580
O 3.633 -9.598 19.559 -0.4799
O 3.632 -7.509 18.716 -0.6091
O 8.388 -10.383 18.639 -0.3102
O 6.080 -17.475 22.824 -0.3348
O 5.556 -11.001 25.348 -0.3107
O 1.926 -4.886 21.554 -0.4002
O 9.499 -7.703 24.482 -0.3931
O 4.535 -6.637 26.698 -0.1817
O 5.296 -8.231 20.013 -0.4279
O 0.106 -4.358 22.606 -0.5597
O 8.446 -8.122 26.428 -0.3904
O 10.188 -10.519 20.132 -0.5275
O 2.740 -7.403 27.890 -0.6362
O 9.174 -8.448 19.537 -0.2520
O 1.466 -5.848 23.424 -0.4617
N 0.209 -14.058 25.449 -0.5725
N 11.898 -16.888 21.107 -0.5319
C 4.546 -3.249 27.895 -1.6054
C 5.218 -14.603 24.693 -0.3255
C 4.358 -10.472 25.721 -0.3592
C 0.838 -15.735 21.594 -1.5252
C 11.219 -15.946 21.302 -0.0654
C 7.682 -12.080 22.795 0.2317
C 9.000 -8.974 24.372 1.4630
C -0.061 -13.121 24.879 0.2572
C 5.901 -11.293 24.112 -0.4827
C 6.139 -16.218 23.293 0.5148
C 4.114 -4.269 26.897 0.6340
C 10.925 -13.501 20.775 0.5599
C 4.142 -8.375 19.392 0.3515
C 1.071 -5.005 22.514 0.5895
C 0.553 -10.428 26.191 -1.5549
C 3.338 -15.151 21.130 0.0340
C 11.039 -13.946 19.220 -1.3124
C 2.193 -15.404 22.234 0.3793
C 2.950 -8.000 23.405 -0.9444
C 4.434 -10.271 20.430 2.4051
C 2.694 -6.455 23.130 0.5881
C 10.282 -9.844 24.268 -1.8039
C 4.830 -11.625 19.772 -1.9078
C 9.254 -9.782 19.496 0.7515
C 2.647 -13.223 21.824 0.5231
C 0.529 -10.718 24.669 0.6581
C 10.355 -14.769 21.496 0.1743
C 5.603 -9.381 20.765 1.8212
C -0.333 -11.878 24.133 -0.4773
C 9.121 -7.173 25.676 0.4469
C 5.080 -5.370 26.331 -0.4157
C 10.283 -7.749 20.114 -0.7089
C 3.400 -6.514 27.318 0.6512
C 2.894 -5.962 21.652 -0.3322
C 8.342 -11.755 18.343 -0.5454
C 8.174 -9.338 25.693 0.1718
C 7.074 -17.902 21.817 -0.6007
H 4.291 -14.296 25.314 0.2324
H 10.062 -12.798 20.822 -0.6002
H 7.502 -11.963 17.596 0.2703
H 0.513 -15.021 20.863 0.3352
H 4.401 -9.438 25.740 0.1731
H 3.896 -2.475 28.179 0.3525
H 6.142 -14.488 25.304 0.4519
H 9.239 -11.992 17.709 0.3121
H 5.738 -9.060 21.787 -0.2951
H 10.519 -7.904 21.118 0.2539
H 0.845 -11.192 26.845 0.4125
H 8.393 -9.155 23.468 -0.4359
H 4.340 -15.405 21.559 -0.2991
H 3.301 -15.860 20.204 0.3146
H 8.488 -11.524 22.324 0.0462
H 6.940 -17.311 20.872 0.2487
H -0.141 -12.022 23.099 0.2104
H 2.570 -6.618 20.900 0.3522
H 3.924 -10.320 21.456 -0.9506
H 11.379 -13.186 18.552 0.3098
H 7.163 -9.343 25.449 -0.1817
H 3.302 -6.007 23.861 -0.2314
H 5.264 -13.838 23.854 -0.0985
H 4.117 -10.781 26.720 0.4344
H 10.339 -14.698 22.644 0.2701
H 11.927 -13.108 21.090 0.3564
H 5.533 -2.801 27.680 0.3701
H 0.095 -15.668 22.402 0.3746
H -0.489 -10.135 26.389 0.4015
H 11.105 -7.900 19.443 0.3523
H 9.369 -15.045 21.136 0.1293
H 0.912 -16.725 21.159 0.4196
H 3.954 -11.971 19.221 0.5041
H 4.831 -3.835 28.740 0.4029
H 3.880 -5.563 21.479 0.3509
H 10.150 -6.688 19.976 0.2750
H 8.165 -17.599 22.026 0.2279
H 6.942 -12.095 22.007 -0.3440
H 8.201 -12.302 19.258 0.1828
H 2.816 -8.165 24.472 0.0641
H -1.320 -11.637 24.414 0.4832
H 4.024 -8.253 23.222 -0.0634
H 0.303 -9.715 24.186 0.3510
H 3.862 -3.695 26.001 0.2262
H 8.058 -13.060 23.108 0.1892
H 6.576 -9.864 20.472 -1.0624
H 3.535 -10.910 25.289 -0.0296
H 6.124 -5.273 26.836 0.3432
H 5.152 -5.259 25.267 0.2901
H 10.066 -14.342 18.966 0.3300
H 7.040 -18.936 21.605 0.3107
H 1.577 -11.043 24.355 -0.5711
H 5.051 -12.364 20.571 0.0444
H 8.500 -10.296 26.036 0.3986
H 11.726 -14.886 19.141 0.3903
H 1.269 -9.728 26.476 0.4007
H 10.219 -10.900 24.061 0.3844
H 2.399 -8.617 22.828 0.9064
H 5.515 -11.687 19.042 0.6034
H 2.526 -16.138 23.013 0.3399
H 10.835 -9.654 25.187 0.3976
H 10.987 -9.573 23.634 0.5481
```

## Properties
**SMILES string**: C[C@H]1COC(=O)O1.C[C@H]1COC(=O)O1.C[C@H]1COC(=O)O1.C[C@H]1COC(=O)O1.C[C@H]1COC(=O)O1.COC(=O)OC.COC(=O)OC.COC(=O)OC.CCCC#N.CCCC#N
**E_tot**: -91486.05107 eV
**Orbital gap**: 10.582 eV
**ΔE to the lowest compared entry with this formula, charge and spin**: 92.5 kcal/mol
**Lowest unoccupied orbital energy**: 0.0000 Eh